Model one:
Formula: C4H2N2O
Source: the OMol25 dataset
Level of theory: the ωB97M-V functional and the def2-TZVPD basis

## Properties
- SMILES = N#CC#CC(N)=O
- Kohn-Sham gap (eV) = 10.0
- highest occupied orbital energy (eV) = -10.51
- LUMO (hartree) = -0.018

Element x y z (Å)
1 N 1.041 -1.474 -0.623
2 C 0.726 -0.169 -0.825
3 O 1.182 0.531 -1.706
4 C -0.240 0.330 0.144
5 C -1.038 0.707 0.956
6 C -1.933 1.436 1.741
7 N -2.072 2.555 1.440
8 H 0.632 -2.011 0.123
9 H 1.702 -1.904 -1.249

***

Model two:
Formula: C4H2N2O
Source: the OMol25 dataset
Level of theory: the ωB97M-V functional and the def2-TZVPD basis

## Properties
- SMILES = N#CC#CC(N)=O
- Kohn-Sham gap (eV) = 9.6
- highest occupied orbital energy (eV) = -10.27
- LUMO (hartree) = -0.025

Element x y z (Å)
1 N 1.464 -0.074 0.319
2 C 0.382 0.547 0.862
3 O 0.416 1.322 1.796
4 C -0.922 0.297 0.256
5 C -2.030 0.235 -0.279
6 C -2.057 -0.624 -1.486
7 N -1.048 -1.155 -1.715
8 H 1.428 -0.727 -0.450
9 H 2.368 0.181 0.697

***

Stability summary - winner: model one; margin: 1.615 eV.

***

Model one:
Formula: C42H103N9O4
Source: the OMol25 dataset
Level of theory: the ωB97M-V functional and the def2-TZVPD basis

## Properties
- SMILES = CCN(CC)CC.CCN(CC)CC.CCN(CC)CC.CCN(CC)CC.CCN(CC)CC.CNC(C)=O.CNC(C)=O.CNC(C)=O.CNC(C)=O
- Kohn-Sham gap (eV) = 8.1
- highest occupied orbital energy (eV) = -7.67
- LUMO (hartree) = 0.017

Element x y z (Å)
1 C -3.934 -3.583 0.215
2 C -3.499 -2.301 0.930
3 N -4.234 -1.134 0.471
4 C -4.145 0.016 1.333
5 C -5.390 0.299 2.162
6 C -4.327 -0.845 -0.956
7 C -5.746 -0.486 -1.339
8 H -5.023 -3.616 0.117
9 H -3.655 -4.492 0.749
10 H -3.515 -3.626 -0.792
11 H -3.825 -2.447 1.965
12 H -2.409 -2.196 0.826
13 H -3.280 -0.094 1.994
14 H -3.891 0.922 0.774
15 H -6.282 0.312 1.532
16 H -5.582 -0.358 3.010
17 H -5.298 1.333 2.523
18 H -3.998 -1.725 -1.509
19 H -3.578 -0.084 -1.216
20 H -5.817 -0.436 -2.431
21 H -6.084 0.459 -0.912
22 H -6.436 -1.254 -0.991
23 C -2.444 3.580 -1.204
24 C -2.801 3.699 0.276
25 N -4.102 4.320 0.476
26 C -5.189 3.533 -0.157
27 C -6.530 4.267 -0.050
28 C -4.346 4.525 1.908
29 C -3.486 5.645 2.453
30 H -3.064 2.839 -1.714
31 H -1.412 3.248 -1.317
32 H -2.653 4.506 -1.742
33 H -2.774 2.686 0.726
34 H -1.983 4.215 0.779
35 H -4.950 3.329 -1.191
36 H -5.273 2.646 0.490
37 H -7.229 3.831 -0.764
38 H -6.944 4.062 0.937
39 H -6.442 5.344 -0.177
40 H -4.174 3.574 2.441
41 H -5.380 4.834 2.046
42 H -3.511 6.522 1.810
43 H -2.438 5.365 2.590
44 H -3.810 5.934 3.459
45 C 0.854 3.866 1.997
46 C 1.660 2.885 2.839
47 N 2.713 2.229 2.086
48 C 3.572 3.115 1.306
49 C 4.263 4.209 2.084
50 C 3.509 1.316 2.901
51 C 2.795 -0.013 3.178
52 H 1.499 4.655 1.617
53 H 0.055 4.276 2.614
54 H 0.313 3.385 1.179
55 H 2.083 3.388 3.729
56 H 0.948 2.162 3.245
57 H 4.312 2.488 0.807
58 H 2.985 3.541 0.489
59 H 4.694 4.971 1.429
60 H 3.558 4.800 2.685
61 H 5.018 3.911 2.813
62 H 3.661 1.756 3.905
63 H 4.492 1.104 2.488
64 H 1.871 0.151 3.738
65 H 3.413 -0.715 3.736
66 H 2.498 -0.503 2.247
67 C -0.051 -6.133 1.988
68 C 0.820 -5.361 2.975
69 N 0.538 -3.936 3.147
70 C 0.623 -3.164 1.917
71 C 1.912 -3.425 1.142
72 C -0.729 -3.714 3.815
73 C -0.919 -2.287 4.305
74 H 0.279 -7.175 1.952
75 H -0.087 -5.719 0.982
76 H -1.067 -6.222 2.387
77 H 0.668 -5.777 3.979
78 H 1.886 -5.545 2.833
79 H 0.612 -2.093 2.110
80 H -0.207 -3.403 1.226
81 H 2.773 -3.054 1.711
82 H 1.856 -2.910 0.182
83 H 2.180 -4.471 0.989
84 H -1.586 -3.976 3.163
85 H -0.856 -4.421 4.641
86 H -1.692 -2.276 5.080
87 H -0.026 -1.814 4.711
88 H -1.305 -1.655 3.505
89 C 3.796 3.620 -7.409
90 C 3.600 2.114 -7.568
91 N 3.348 1.490 -6.252
92 C 2.398 0.409 -6.277
93 C 1.523 0.300 -5.034
94 C 4.572 1.220 -5.504
95 C 4.455 1.875 -4.106
96 H 4.121 4.065 -8.356
97 H 4.595 3.877 -6.707
98 H 2.899 4.127 -7.052
99 H 2.737 1.946 -8.205
100 H 4.544 1.699 -7.946
101 H 1.714 0.527 -7.117
102 H 2.904 -0.570 -6.384
103 H 0.861 -0.567 -5.103
104 H 2.091 0.159 -4.116
105 H 0.907 1.195 -4.917
106 H 5.406 1.702 -6.008
107 H 4.661 0.142 -5.324
108 H 4.106 2.895 -4.294
109 H 5.341 1.950 -3.470
110 H 3.697 1.413 -3.472
111 C 0.022 -3.428 -2.119
112 C 1.008 -4.552 -2.297
113 O 2.128 -4.344 -2.739
114 N 0.582 -5.772 -1.898
115 C 1.431 -6.957 -1.956
116 H -0.820 -3.431 -2.810
117 H 0.527 -2.466 -2.161
118 H -0.400 -3.408 -1.106
119 H -0.401 -5.874 -1.720
120 H 2.041 -6.879 -2.856
121 H 0.821 -7.852 -1.973
122 H 2.119 -6.972 -1.110
123 C 4.284 -1.806 -3.167
124 C 5.275 -2.821 -3.672
125 O 6.456 -2.561 -3.850
126 N 4.750 -4.045 -3.896
127 C 5.578 -5.131 -4.317
128 H 3.773 -2.219 -2.295
129 H 3.485 -1.695 -3.909
130 H 4.738 -0.833 -3.019
131 H 3.780 -4.259 -3.719
132 H 5.093 -6.080 -4.087
133 H 6.539 -5.165 -3.796
134 H 5.854 -5.096 -5.376
135 C -1.118 3.946 5.584
136 C -1.780 2.723 4.988
137 O -1.720 2.466 3.798
138 N -2.478 1.954 5.862
139 C -3.311 0.859 5.422
140 H -0.110 4.088 5.209
141 H -1.037 3.832 6.668
142 H -1.746 4.796 5.321
143 H -2.593 2.307 6.795
144 H -3.370 0.780 4.341
145 H -4.345 1.012 5.746
146 H -2.950 -0.094 5.810
147 C -0.626 0.272 1.558
148 C -0.014 0.117 0.215
149 O -0.640 -0.441 -0.679
150 N 1.252 0.568 0.088
151 C 2.060 0.324 -1.080
152 H 0.085 0.227 2.389
153 H -1.390 -0.465 1.752
154 H -1.040 1.280 1.675
155 H 1.651 1.190 0.796
156 H 2.152 1.224 -1.690
157 H 1.582 -0.453 -1.676
158 H 3.043 -0.065 -0.807

***

Model two:
Formula: C42H103N9O4
Source: the OMol25 dataset
Level of theory: the ωB97M-V functional and the def2-TZVPD basis

## Properties
- Kohn-Sham gap (eV) = 6.5
- highest occupied orbital energy (eV) = -6.31
- LUMO (hartree) = 0.007

Element x y z (Å)
1 C -0.703 -2.605 -3.088
2 C -1.505 -2.245 -4.334
3 N -0.640 -2.303 -5.532
4 C -1.103 -1.347 -6.529
5 C -0.969 0.088 -6.026
6 C -0.523 -3.665 -6.025
7 C 0.678 -3.856 -6.965
8 H 0.144 -1.926 -3.000
9 H -0.325 -3.628 -3.099
10 H -1.371 -2.524 -2.228
11 H -2.360 -2.927 -4.437
12 H -1.844 -1.220 -4.229
13 H -0.431 -1.450 -7.383
14 H -2.144 -1.511 -6.847
15 H -1.411 0.795 -6.724
16 H -1.380 0.216 -5.022
17 H 0.076 0.359 -5.849
18 H -1.449 -3.999 -6.520
19 H -0.401 -4.340 -5.179
20 H 0.493 -3.336 -7.906
21 H 0.677 -4.911 -7.255
22 H 1.626 -3.577 -6.516
23 C -0.476 6.405 -1.529
24 C 0.339 5.110 -1.562
25 N 1.180 5.035 -2.749
26 C 2.312 5.959 -2.726
27 C 3.328 5.783 -1.588
28 C 1.656 3.654 -2.927
29 C 0.623 2.843 -3.749
30 H -0.998 6.489 -2.477
31 H 0.135 7.272 -1.276
32 H -1.178 6.351 -0.693
33 H 0.899 4.961 -0.623
34 H -0.336 4.251 -1.553
35 H 2.832 5.938 -3.685
36 H 1.893 6.968 -2.657
37 H 3.853 4.831 -1.669
38 H 4.075 6.575 -1.681
39 H 2.848 5.909 -0.618
40 H 1.796 3.145 -1.965
41 H 2.603 3.584 -3.463
42 H 0.902 1.792 -3.644
43 H 0.647 3.174 -4.784
44 H -0.379 2.995 -3.349
45 C 4.992 -2.676 1.284
46 C 3.647 -1.955 1.374
47 N 3.311 -1.012 0.298
48 C 3.418 -1.661 -1.017
49 C 2.554 -2.924 -1.105
50 C 4.125 0.199 0.403
51 C 3.605 1.076 1.525
52 H 5.846 -2.000 1.276
53 H 5.048 -3.322 0.405
54 H 5.074 -3.365 2.126
55 H 2.867 -2.713 1.489
56 H 3.571 -1.435 2.330
57 H 3.050 -0.936 -1.744
58 H 4.446 -1.938 -1.272
59 H 1.608 -2.771 -0.574
60 H 2.321 -3.162 -2.140
61 H 2.989 -3.789 -0.602
62 H 3.990 0.781 -0.514
63 H 5.208 0.049 0.480
64 H 4.095 2.051 1.615
65 H 3.715 0.676 2.536
66 H 2.546 1.321 1.406
67 C -0.608 1.573 3.273
68 C -0.606 2.974 3.896
69 N -1.813 3.751 3.627
70 C -2.961 3.191 4.340
71 C -4.301 3.669 3.836
72 C -1.667 5.160 3.927
73 C -0.774 5.907 2.892
74 H 0.342 1.069 3.464
75 H -0.708 1.566 2.185
76 H -1.422 0.964 3.666
77 H -0.451 2.837 4.977
78 H 0.276 3.494 3.523
79 H -2.849 3.288 5.432
80 H -2.920 2.113 4.154
81 H -4.392 3.518 2.763
82 H -4.470 4.720 4.078
83 H -5.150 3.165 4.302
84 H -2.617 5.682 3.832
85 H -1.284 5.353 4.941
86 H -0.903 6.968 3.100
87 H 0.234 5.506 2.868
88 H -1.194 5.725 1.900
89 C 1.260 -4.693 2.743
90 C 0.146 -4.346 3.710
91 N -1.004 -5.264 3.595
92 C -0.744 -6.661 3.917
93 C -0.437 -6.990 5.391
94 C -2.135 -4.750 4.399
95 C -2.773 -3.531 3.735
96 H 0.992 -4.503 1.705
97 H 1.579 -5.717 2.938
98 H 2.133 -4.068 2.950
99 H 0.507 -4.443 4.743
100 H -0.183 -3.330 3.512
101 H -1.573 -7.287 3.582
102 H 0.106 -6.995 3.318
103 H 0.585 -6.772 5.711
104 H -1.108 -6.452 6.060
105 H -0.542 -8.059 5.583
106 H -1.810 -4.517 5.420
107 H -2.873 -5.553 4.471
108 H -2.151 -2.647 3.881
109 H -3.753 -3.318 4.165
110 H -2.888 -3.622 2.655
111 C -0.435 -1.587 1.371
112 C -0.570 -0.740 0.119
113 O -1.655 -0.753 -0.466
114 N 0.506 -0.086 -0.312
115 C 0.494 0.765 -1.486
116 H -0.452 -2.649 1.143
117 H -1.215 -1.303 2.077
118 H 0.481 -1.323 1.912
119 H 1.443 -0.309 0.017
120 H 1.419 1.342 -1.534
121 H -0.339 1.467 -1.476
122 H 0.445 0.179 -2.410
123 C 1.061 4.191 0.369
124 C 2.471 4.229 -0.173
125 O 2.918 3.347 -0.890
126 N 3.197 5.326 0.131
127 C 4.568 5.539 -0.235
128 H 1.093 4.017 1.443
129 H 0.481 3.421 -0.131
130 H 0.592 5.153 0.154
131 H 2.773 6.100 0.611
132 H 4.857 6.583 -0.112
133 H 4.815 5.254 -1.257
134 H 5.231 5.006 0.458
135 C -1.759 -4.966 -0.149
136 C -2.765 -6.118 -0.024
137 O -3.062 -6.804 -0.991
138 N -3.229 -6.332 1.225
139 C -4.123 -7.392 1.595
140 H -1.594 -4.782 -1.206
141 H -0.818 -5.328 0.267
142 H -2.168 -4.090 0.349
143 H -2.771 -5.770 1.928
144 H -4.970 -7.072 2.201
145 H -3.598 -8.199 2.115
146 H -4.528 -7.872 0.706
147 C -3.112 1.265 -2.990
148 C -3.429 2.173 -1.828
149 O -4.240 3.091 -1.929
150 N -2.818 1.873 -0.672
151 C -3.100 2.522 0.581
152 H -2.964 0.238 -2.650
153 H -2.214 1.580 -3.525
154 H -3.957 1.285 -3.675
155 H -2.284 1.014 -0.573
156 H -2.323 3.264 0.795
157 H -3.163 1.836 1.425
158 H -4.001 3.133 0.624

***

Stability summary - winner: model one; margin: 19.458 eV.

***

Model one:
Formula: CH6OS2
Source: the OMol25 dataset
Level of theory: the ωB97M-V functional and the def2-TZVPD basis

## Properties
- SMILES = CO.SS
- Kohn-Sham gap (eV) = 10.0
- highest occupied orbital energy (eV) = -9.62
- LUMO (hartree) = 0.014

Element x y z (Å)
1 S 1.939 4.402 -5.299
2 S -0.070 4.538 -5.067
3 H 2.192 3.070 -5.533
4 H -0.347 4.288 -3.714
5 C -0.817 -2.623 3.541
6 O 0.265 -2.751 2.655
7 H -0.537 -1.697 4.126
8 H -1.823 -2.469 3.093
9 H -0.846 -3.362 4.320
10 H 0.044 -3.396 1.879

***

Model two:
Formula: CH6OS2
Source: the OMol25 dataset
Level of theory: the ωB97M-V functional and the def2-TZVPD basis

## Properties
- SMILES = CSS.O
- Kohn-Sham gap (eV) = 9.3
- highest occupied orbital energy (eV) = -8.61
- LUMO (hartree) = 0.024

Element x y z (Å)
1 C -1.910 -0.161 0.425
2 S -0.455 0.471 1.200
3 S 1.078 -0.604 0.310
4 H -1.622 -0.858 -0.341
5 H -2.564 0.604 0.204
6 H -2.588 -0.698 1.301
7 H 0.808 -1.788 0.876
8 H 0.124 -0.086 -3.152
9 H 0.731 1.440 -3.093
10 O 0.825 0.558 -2.813

***

Stability summary - winner: model two; margin: 0.241 eV.